[1]
The following is a DFT calculation (ωB97M-V with the def2-TZVPD basis set) of a cluster of 2 separate species, C11H20N2Si in total.

```
! RIJCOSX wB97M-V def2-TZVPD def2/J DEFGRID3
* xyz 0 1
C -0.531 0.618 1.911
Si 0.478 -0.297 0.799
C 2.169 0.216 0.179
C 2.782 1.329 0.746
C 4.051 1.715 0.360
C 4.728 1.000 -0.614
C 4.128 -0.102 -1.197
C 2.863 -0.494 -0.799
N 0.109 -1.858 0.164
C -0.523 -1.982 -1.128
C -0.336 -2.875 1.082
H -0.227 1.545 2.361
H -1.474 0.239 2.268
H 2.255 1.886 1.505
H 4.518 2.573 0.822
H 5.722 1.299 -0.914
H 4.652 -0.661 -1.960
H 2.408 -1.365 -1.249
H -0.316 -2.972 -1.542
H -1.610 -1.857 -1.064
H -0.132 -1.229 -1.810
H -1.416 -2.820 1.270
H -0.111 -3.863 0.670
H 0.182 -2.761 2.031
C -3.295 2.293 -0.096
C -3.194 1.033 -0.959
N -3.852 -0.138 -0.397
H -4.336 2.517 0.135
H -2.749 2.152 0.832
H -2.870 3.143 -0.621
H -3.636 1.215 -1.942
H -2.139 0.780 -1.094
H -3.457 -0.332 0.518
H -4.841 0.054 -0.268
*
```

## Properties
structure (SMILES): C=[Si](c1ccccc1)N(C)C.CCN
energy above the lowest of the compared OMol25 structures with the same formula, charge and spin: 0.0 kcal/mol
HOMO: -7.89 eV
DFT total energy: -22588.1457 eV

Atomic partial charges in e from the Löwdin method, atoms 1 to 4: -0.19 0.72 -0.28 -0.11

[2]
The following is a DFT calculation (ωB97M-V with the def2-TZVPD basis set) of a cluster of 2 separate species, C11H20N2Si in total.

```
! RIJCOSX wB97M-V def2-TZVPD def2/J DEFGRID3
* xyz 0 1
C 3.972 1.314 -1.736
C 3.220 2.418 -1.362
C 3.233 0.118 -1.886
C 1.863 2.319 -1.034
C 1.908 0.022 -1.618
C 1.166 1.101 -1.094
C -2.003 -2.258 0.268
C 0.530 -1.549 2.796
C -1.375 2.542 0.076
C -1.915 -1.109 1.276
C 0.575 -1.013 1.360
N -1.625 -0.340 -2.880
N -0.670 -0.294 1.029
Si -0.675 0.821 -0.348
H 5.019 1.280 -1.999
H 3.620 3.393 -1.168
H 3.819 -0.632 -2.226
H 1.387 3.235 -0.542
H 1.464 -0.817 -1.777
H -2.232 -2.041 -0.764
H -1.004 -2.873 0.213
H -2.759 -2.913 0.457
H 1.535 -1.798 3.082
H 0.024 -0.774 3.470
H -0.166 -2.435 2.783
H -2.340 2.481 0.602
H -0.597 3.041 0.869
H -1.535 3.188 -0.716
H -2.711 -0.387 1.114
H -2.072 -1.507 2.283
H 1.585 -0.403 1.331
H 0.722 -1.791 0.524
H -0.584 -0.233 -3.312
H -2.167 0.481 -3.158
*
```

## Properties
energy above the lowest of the compared OMol25 structures with the same formula, charge and spin: 66.6 kcal/mol
HOMO (alpha / beta): -8.14 / -7.42 eV
DFT total energy: -22585.2564 eV

Atomic partial charges in e from the Löwdin method, atoms 1 to 4: -0.05 -0.10 -0.08 -0.11

[3]
The following is a DFT calculation (ωB97M-V with the def2-TZVPD basis set) of the ion C11H20N3O with charge +1.

```
! RIJCOSX wB97M-V def2-TZVPD def2/J DEFGRID3
* xyz 1 1
C -4.080 -0.850 -1.450
C -3.554 -0.986 -0.012
N -2.851 0.185 0.247
C -1.681 0.638 0.711
C -1.627 2.127 0.798
C -0.550 -0.335 1.096
O -0.969 -1.432 1.863
C 0.200 -0.887 -0.309
N 1.601 -0.877 -0.142
C 2.339 -1.665 0.710
N 3.538 -1.296 0.827
C 3.687 -0.141 0.090
C 4.909 0.523 0.070
C 2.477 0.109 -0.583
C 2.069 1.214 -1.423
H -3.298 -0.302 -1.934
H -4.184 -1.873 -1.901
H -5.023 -0.340 -1.404
H -2.931 -1.948 0.187
H -4.359 -1.360 0.629
H -3.395 1.051 0.043
H -1.515 2.426 1.885
H -0.946 2.579 0.147
H -2.601 2.621 0.449
H 0.316 0.132 1.594
H -1.090 -1.189 2.751
H -0.077 -1.925 -0.509
H -0.126 -0.228 -1.173
H 1.898 -2.552 1.287
H 5.732 -0.156 -0.372
H 4.808 1.555 -0.448
H 5.340 0.525 1.102
H 1.550 0.926 -2.300
H 1.398 1.955 -0.804
H 2.994 1.776 -1.722
*
```

## Properties
structure (SMILES): CC/[NH+]=C(/C)[C@@H](O)Cn1cnc(C)c1C
energy above the lowest of the compared OMol25 structures with the same formula, charge and spin: 81.3 kcal/mol
HOMO: -10.70 eV
DFT total energy: -18240.3895 eV

Atomic partial charges in e from the Löwdin method, atoms 1 to 4: -0.04 -0.23 0.08 -0.10